(1)
The following is a DFT calculation (ωB97M-V/def2-TZVPD) of a molecular structure, C25H43Cl5N3O6SiZn.

Results
Energy above the lowest of the compared OMol25 structures with the same formula, charge and spin = 23.1 kcal per mole
Net charge = -1
Highest occupied orbital energy = -5.876 eV

```
84
Properties=species:S:1:pos:R:3:lowdin_charge:R:1
C 2.2679 -3.1575 2.7878 -0.06
C 2.3665 -2.5252 1.3987 -0.20
H 2.4176 -4.2560 2.6954 0.08
H 1.2672 -2.9958 3.2410 0.07
H 3.0260 -2.7778 3.5175 0.09
C 3.4580 -2.7017 0.6117 -0.10
C 4.6438 -3.4939 1.0609 -0.11
H 3.5435 -2.2927 -0.3883 0.09
H 4.3543 -4.5314 1.3030 0.07
H 5.0760 -3.0181 1.9557 0.08
H 5.4327 -3.5197 0.2737 0.07
Zn -2.5020 1.0472 3.8234 0.04
Cl -3.3391 1.5133 5.8223 -0.16
C 0.7134 2.2472 -2.0691 -0.29
O 0.4716 1.5042 -3.0309 -0.04
N 0.9353 3.5765 -2.2196 -0.18
C 0.9345 4.0794 -3.5850 -0.06
C 1.7190 4.3203 -1.2360 -0.09
H 0.7720 1.8880 -1.0210 0.13
H 0.1601 3.5821 -4.1745 0.08
H 1.9119 3.8943 -4.0586 0.09
H 0.7432 5.1538 -3.5405 0.08
H 1.4501 3.9833 -0.2307 0.04
H 1.4957 5.3852 -1.3421 0.07
H 2.7994 4.1702 -1.3990 0.08
H -3.9727 2.1922 -1.5534 0.08
H -4.8832 3.8917 -0.6573 0.08
C -3.7801 1.5585 -0.7012 -0.01
C -5.0333 3.4905 0.3471 -0.06
N -4.2995 2.2379 0.4862 -0.15
H -2.7120 1.3799 -0.6235 0.09
C -4.1057 1.8141 1.7227 -0.28
O -3.5463 0.7332 2.0771 -0.11
H -4.6643 4.1902 1.1143 0.06
H -4.4312 2.5340 2.5186 0.15
H -4.2708 0.6055 -0.8820 0.09
H -6.1187 3.3712 0.5288 0.09
H -0.0390 -3.8327 -1.3376 0.06
H 2.2346 -2.7618 -3.4260 0.08
C -0.3490 -3.5965 -2.3565 -0.04
C 1.2497 -2.4819 -3.8295 -0.07
N 0.2507 -2.3459 -2.7754 -0.21
H -1.4321 -3.5245 -2.4036 0.08
C -0.3458 -1.1333 -2.5136 -0.32
O -1.4653 -0.9754 -2.0422 0.01
H 1.3127 -1.5298 -4.3653 0.09
H 0.3397 -0.3096 -2.7715 0.08
H 0.0213 -4.3896 -3.0166 0.08
H 0.9175 -3.2853 -4.5035 0.08
O 0.1183 -1.7882 0.5250 -0.15
C 1.3269 -1.4084 1.1257 -0.29
C 2.2779 -0.5550 -1.1512 -0.09
C 2.0227 -0.3664 0.2116 -0.15
H 1.8255 -1.4057 -1.6586 0.08
C 3.2295 0.2126 -1.8096 -0.10
H 1.1276 -0.9711 2.1091 0.08
C 2.5995 0.7384 0.8577 -0.03
H 3.4335 -0.0521 -2.8436 0.10
C 3.9320 1.2279 -1.1397 -0.10
C 3.5754 1.5029 0.1975 -0.08
H 2.2618 0.8752 1.9066 0.13
H 4.7504 1.7649 -1.6443 0.10
H 4.0917 2.2784 0.7825 0.10
Si -1.2588 -2.5499 1.0943 0.44
Cl -0.9519 -0.2226 3.5361 0.20
C -2.7412 -2.1227 0.1552 -0.19
C -2.5366 -2.5751 2.6139 -0.29
C -0.6021 -4.2679 1.3608 -0.16
H -2.8817 -1.0370 0.1472 0.03
H -3.6511 -2.5785 0.5428 0.04
H -2.5870 -2.5284 -0.8483 0.00
H 0.0504 -4.4963 0.4961 0.02
H -1.3714 -5.0461 1.4926 0.04
H 0.0387 -4.2381 2.2498 0.01
H -3.1927 -1.7178 2.7506 -0.02
H -2.1255 -2.8302 3.5874 0.00
H -3.2256 -3.3978 2.3528 0.02
Cl -2.2828 5.2613 2.7696 0.57
C -1.0473 4.6520 1.6025 -1.39
Cl -1.6573 4.7125 -0.1018 0.58
Cl 0.4045 5.7110 1.7301 0.56
C -0.7043 3.1007 1.8507 -0.74
O 0.2220 2.6281 1.1787 -0.02
O -1.4669 2.5820 2.7385 -0.20
```

(2)
The following is a DFT calculation (ωB97M-V/def2-TZVPD) of a molecular structure, C13H9F6N3O6PtS2.

Results
Energy above the lowest of the compared OMol25 structures with the same formula, charge and spin = 15.8 kcal per mole
Net charge = +2
Highest occupied orbital energy (spin up / spin down) = -17.050 / -16.999 eV

```
40
Properties=species:S:1:pos:R:3:nbo_charge:R:1
Pt 0.3698 1.0516 -0.4344 1.39
F 2.3782 0.5429 2.1326 -0.32
C 3.5498 1.0858 1.7837 0.78
F 4.4359 0.1523 1.5432 -0.26
F 3.9557 1.8989 2.7281 -0.26
S 3.2840 2.0748 0.2336 2.23
O 2.3511 1.2601 -0.6504 -0.92
O 4.5248 2.2947 -0.3930 -0.78
N 2.5411 3.3161 0.8115 -1.20
S 1.1774 3.9397 0.4770 2.22
O 0.3127 2.9870 -0.3918 -0.90
O 1.1417 5.2520 -0.0302 -0.78
C 0.2879 3.8888 2.1124 0.78
F -0.7404 4.7008 2.0439 -0.27
F -0.1309 2.6378 2.3183 -0.31
F 1.1259 4.2421 3.0529 -0.26
C -4.9982 0.7326 -0.9227 -0.59
C -4.1066 1.9046 -0.4835 -0.54
C -2.7007 1.5197 -0.4186 0.63
N -1.6114 1.1689 -0.3799 -0.49
H -6.0359 1.0405 -0.8234 0.26
H -4.8338 -0.1435 -0.2991 0.23
H -4.8092 0.4709 -1.9612 0.23
H -4.3826 2.2818 0.5041 0.29
H -4.1694 2.7446 -1.1800 0.29
O -1.7984 -1.2594 -1.3000 -0.43
C -0.7371 -1.6819 -0.9871 0.63
N 0.4041 -0.7997 -0.5433 -0.29
C 1.5959 -1.6830 -0.2449 0.63
O 2.6317 -1.2699 0.1437 -0.41
C 1.1319 -3.0444 -0.5212 -0.02
C 1.8590 -4.2128 -0.3668 -0.18
C 1.1902 -5.3828 -0.6880 -0.09
C -0.1618 -5.3826 -1.1016 -0.10
C -0.8799 -4.2117 -1.2622 -0.15
C -0.2040 -3.0416 -0.9440 -0.11
H 2.8811 -4.2075 -0.0149 0.27
H 1.7104 -6.3301 -0.6325 0.26
H -0.6408 -6.3345 -1.2889 0.26
H -1.8989 -4.2037 -1.6216 0.27
```

(3)
The following is a DFT calculation (ωB97M-V/def2-TZVPD) of 4 unconnected molecules or ions with the total composition C62H47Br2ClF3NO12.

Results
Highest occupied orbital energy = -8.639 eV

```
128
Properties=species:S:1:pos:R:3:lowdin_charge:R:1
C 0.7365 -1.2655 2.4358 -0.10
O -0.7173 -1.3384 2.1984 -0.22
C -1.1688 0.0302 2.2999 -0.24
C -2.7923 0.1805 2.1651 -0.17
C -3.5529 -0.9526 3.0104 -0.13
C -5.1605 -0.8567 2.9724 -0.22
C -5.8352 0.6334 3.0456 -0.08
O -6.3706 0.9414 4.3580 -0.12
C -5.6006 1.9099 5.0579 -0.18
C -4.0628 1.9411 5.2106 0.01
C -3.2838 3.0283 6.0428 -0.05
C -4.0644 4.1618 6.7942 -0.08
C -5.6227 4.1391 6.6418 -0.07
C -6.3881 3.0543 5.8035 0.01
C -5.7044 -1.4514 4.4009 -0.35
O -5.1543 -1.4812 5.5141 0.11
O -7.0599 -1.9265 4.1663 -0.02
C -7.4005 -2.0128 2.7491 -0.25
C -8.6279 -1.1862 2.1708 -0.08
O -9.7712 -2.1287 2.1173 -0.15
N -10.9565 -1.4535 2.1430 -0.06
O -11.3692 -1.3092 3.2494 0.08
C -5.9479 -1.9628 2.0647 -0.51
Cl -5.3158 -3.6558 2.5519 0.79
C -5.7780 -1.6386 0.5032 -0.11
C -5.3798 -2.9126 -0.4153 -0.19
C -3.8075 -3.1848 -0.5317 -0.65
F -2.9715 -2.1709 0.0401 -0.05
Br -3.3507 -3.1845 -2.5002 0.68
C -3.2874 -4.6043 0.0432 -0.72
F -4.2786 -5.6052 0.1781 -0.02
F -2.5516 -4.3560 1.2585 -0.06
Br -1.9105 -5.3807 -1.2084 0.66
H 1.2283 -1.9110 1.6227 0.10
H 1.1355 -0.1881 2.3476 0.09
H 1.0207 -1.6238 3.4936 0.10
H -0.6600 0.7529 1.5586 0.12
H -0.9288 0.4615 3.3523 0.13
H -3.0765 0.1550 1.0423 0.11
H -3.0020 1.2593 2.5339 0.10
H -3.1391 -0.8777 4.0903 0.13
H -3.1477 -1.9610 2.6176 0.10
H -5.1064 1.4663 2.7716 0.13
H -6.7050 0.7188 2.2828 0.14
H -3.4142 1.1421 4.7285 0.07
H -2.1366 2.9888 6.1307 0.09
H -3.5225 4.9469 7.4350 0.09
H -6.2176 4.9475 7.2079 0.09
H -7.5229 3.1090 5.7869 0.09
H -7.6671 -3.1365 2.6568 0.14
H -8.9847 -0.3191 2.8381 0.14
H -8.5012 -0.7656 1.1185 0.12
H -6.7303 -1.2030 0.0077 0.12
H -5.0043 -0.7806 0.4308 0.12
H -5.7350 -2.6298 -1.4802 0.09
H -6.0103 -3.8284 -0.1317 0.12
C 2.4653 -6.6293 1.6560 -0.05
C 3.3608 -7.6959 1.6147 -0.05
C 4.6526 -7.5405 2.1060 0.00
C 5.0570 -6.3122 2.6299 -0.09
C 4.1679 -5.2373 2.6488 -0.08
C 2.8666 -5.4017 2.1710 0.01
C 4.5992 -3.9151 3.1563 -0.28
O 3.8209 -2.9768 3.1760 0.09
C 5.9913 -3.7482 3.6307 -0.08
C 6.4293 -2.4936 4.0582 0.00
C 7.7319 -2.3305 4.5181 -0.06
C 8.5985 -3.4205 4.5616 -0.06
C 8.1678 -4.6707 4.1313 0.00
C 6.8657 -4.8346 3.6558 -0.08
C 6.4281 -6.1615 3.1669 -0.28
O 7.1873 -7.1151 3.2004 0.10
H 1.4544 -6.7540 1.2808 0.11
H 3.0506 -8.6502 1.2011 0.11
H 5.3441 -8.3767 2.0759 0.12
H 2.1659 -4.5729 2.1955 0.11
H 5.7584 -1.6406 4.0302 0.12
H 8.0718 -1.3530 4.8452 0.11
H 9.6126 -3.2941 4.9273 0.11
H 8.8492 -5.5150 4.1631 0.12
C 2.2343 2.9734 -1.8009 -0.05
C 2.4281 3.6855 -2.9827 -0.05
C 1.5540 4.7102 -3.3295 0.01
C 0.4751 5.0182 -2.4999 -0.08
C 0.2674 4.2888 -1.3289 -0.08
C 1.1565 3.2726 -0.9750 0.00
C -0.9010 4.5721 -0.4651 -0.28
O -1.0811 3.9373 0.5603 0.09
C -1.8519 5.6317 -0.8699 -0.08
C -2.9887 5.8714 -0.0960 0.00
C -3.8809 6.8740 -0.4614 -0.06
C -3.6368 7.6467 -1.5947 -0.06
C -2.5084 7.4074 -2.3713 0.00
C -1.6186 6.3925 -2.0154 -0.08
C -0.4394 6.1223 -2.8684 -0.28
O -0.2272 6.7952 -3.8629 0.10
H 2.9221 2.1798 -1.5263 0.11
H 3.2628 3.4428 -3.6334 0.10
H 1.7131 5.2649 -4.2488 0.12
H 1.0079 2.7105 -0.0584 0.11
H -3.1835 5.2753 0.7902 0.12
H -4.7669 7.0552 0.1390 0.11
H -4.3296 8.4337 -1.8754 0.11
H -2.3262 8.0095 -3.2559 0.12
C 6.2406 -2.0822 -5.7444 -0.06
C 6.0438 -1.1599 -4.7189 -0.06
C 5.8459 0.1834 -5.0190 0.00
C 5.8563 0.6109 -6.3472 -0.08
C 6.0777 -0.3089 -7.3723 -0.08
C 6.2585 -1.6592 -7.0688 0.00
C 6.1403 0.1390 -8.7824 -0.28
O 6.3301 -0.6647 -9.6789 0.10
C 5.9777 1.5788 -9.0851 -0.08
C 6.0914 2.0241 -10.4030 0.00
C 5.9269 3.3734 -10.6986 -0.06
C 5.6392 4.2809 -9.6814 -0.06
C 5.5305 3.8421 -8.3665 0.00
C 5.7093 2.4910 -8.0646 -0.08
C 5.6269 2.0399 -6.6576 -0.28
O 5.3792 2.8345 -5.7656 0.09
H 6.3859 -3.1320 -5.5099 0.11
H 6.0425 -1.4890 -3.6847 0.11
H 5.6879 0.8965 -4.2160 0.12
H 6.4178 -2.3818 -7.8630 0.12
H 6.3123 1.3221 -11.2010 0.12
H 6.0209 3.7183 -11.7234 0.11
H 5.5038 5.3325 -9.9136 0.11
H 5.3110 4.5548 -7.5777 0.12
```

Looking at DFT total energy for the records above, in order, we have -162291.00530, -71582.36250, -251865.31544 eV.